Entry 1:
# C4H14N2O

C4H14N2O as an isolated structure (the ωB97M-V functional and the def2-TZVPD basis, the OMol25 dataset).

ORCA input file:
```
! wB97M-V def2-TZVPD RIJCOSX def2/J DEFGRID3
* xyz 0 1
C -0.63224 0.47261 0.32196
C -1.98191 0.16142 0.76604
H -2.41932 1.01020 1.54201
O 2.84351 -1.00723 -1.74823
C -2.90559 -0.03056 -0.40967
H 2.49855 0.45228 1.52904
H 1.88940 0.15628 -0.02633
H -0.63454 0.22690 -0.88636
C 0.44839 0.57447 1.41518
H -3.87658 -0.32279 -0.04888
H -2.47106 -0.94172 -0.89611
H -2.93604 0.71393 -1.15283
N 0.09516 -0.72806 -0.90019
H -1.95725 -0.83325 1.44379
H 3.01392 -0.08126 -2.18780
H 0.42535 -0.27894 2.20550
H -0.78862 1.49637 -0.03665
H -0.09548 -1.62784 -0.42082
N 1.76253 0.80544 0.87193
H 0.12109 1.37282 2.00756
H 1.90676 -0.89437 -1.44957
*
```

HOMO-LUMO gap (eV): 9.93
Energy (Eh): -345.3573

Now the Löwdin charges, all in e: atom 1 (C): -0.3431, atom 2 (C): -0.2984, atom 3 (H): 0.1738, atom 4 (O): -0.1513, atom 5 (C): -0.1217, atom 6 (H): 0.0850, atom 7 (H): 0.0689, atom 8 (H): 0.0598, atom 9 (C): -0.3032, atom 10 (H): 0.0713, atom 11 (H): 0.0829, atom 12 (H): 0.0663, atom 13 (N): 0.0096, atom 14 (H): 0.1577, atom 15 (H): 0.0928, atom 16 (H): 0.1408, atom 17 (H): 0.1594, atom 18 (H): 0.0531, atom 19 (N): -0.0350, atom 20 (H): 0.0802, atom 21 (H): -0.0489


Entry 2:
# C4H14N2O

A 2-piece molecular cluster, C4H14N2O overall (the ωB97M-V functional and the def2-TZVPD basis, the OMol25 dataset).

ORCA input file:
```
! wB97M-V def2-TZVPD RIJCOSX def2/J DEFGRID3
* xyz 0 1
H -1.95774 1.16052 -0.43350
H 0.35777 -0.19730 1.17447
H -0.85641 3.82813 -0.46977
H -1.17288 1.85157 0.99094
C 0.72510 0.06452 0.16743
H -1.61970 3.02668 -1.66751
H 0.01835 -1.67926 -1.13324
H 1.12688 -3.19124 0.17667
C -1.14784 1.79318 -0.16182
H 1.00911 2.06973 -0.47235
H 1.60503 -0.94542 -1.67112
C 0.91315 -1.20777 -0.75257
N -1.51434 3.11631 -0.69626
H 1.84998 0.35123 0.34612
N 1.56483 -2.30864 0.09024
H -0.47213 -2.80485 1.94631
C 0.22105 1.35213 -0.57268
H 2.40285 -2.50739 -0.40597
H 0.04570 1.42399 -1.69474
O -1.33529 -3.05437 2.47906
H -1.76347 -2.14175 2.76029
*
```

HOMO-LUMO gap (eV): 10.01
Energy (Eh): -345.4793

Now the Löwdin charges, all in e: atom 1 (H): 0.0981, atom 2 (H): 0.0969, atom 3 (H): 0.0533, atom 4 (H): 0.1305, atom 5 (C): -0.1879, atom 6 (H): 0.0361, atom 7 (H): 0.0851, atom 8 (H): 0.0321, atom 9 (C): -0.3218, atom 10 (H): 0.0875, atom 11 (H): 0.1369, atom 12 (C): -0.2501, atom 13 (N): -0.0058, atom 14 (H): 0.1248, atom 15 (N): -0.0218, atom 16 (H): 0.0576, atom 17 (C): -0.2388, atom 18 (H): 0.0358, atom 19 (H): 0.1276, atom 20 (O): -0.1641, atom 21 (H): 0.0881


Entry 3:
# C4H14N2O

A 2-piece molecular cluster, C4H14N2O overall (the ωB97M-V functional and the def2-TZVPD basis, the OMol25 dataset).

ORCA input file:
```
! wB97M-V def2-TZVPD RIJCOSX def2/J DEFGRID3
* xyz 0 1
O -1.43246 5.43620 -0.76008
H -0.81189 5.70803 -1.44201
H 0.91210 -3.00237 0.08618
H -1.40666 -1.21929 1.30690
H 1.07283 -0.03487 0.27113
N -0.58743 -0.62197 1.26810
C 1.85014 -2.25950 1.85913
H 2.66579 -2.98425 1.86774
C 1.31993 -2.04716 0.44741
H -1.58606 4.47301 -0.81738
C -0.24293 -0.91396 -1.20990
H -0.98562 0.30351 1.27459
H -0.48521 0.91942 -2.22807
H 0.38609 -1.46920 -1.90757
H 2.33083 -1.30971 2.13669
C 0.35158 -0.87315 0.24226
H 1.16891 -2.52361 2.66293
H 2.20185 -1.81408 -0.15181
H -1.88260 0.14844 -1.76579
H -1.05150 -1.63107 -0.98409
N -0.91936 0.31711 -1.54698
*
```

HOMO-LUMO gap (eV): 9.49
Energy (Eh): -345.5226

Now the Löwdin charges, all in e: atom 1 (O): -0.0711, atom 2 (H): 0.0281, atom 3 (H): 0.1069, atom 4 (H): 0.0786, atom 5 (H): 0.1376, atom 6 (N): 0.0409, atom 7 (C): -0.1235, atom 8 (H): 0.0644, atom 9 (C): -0.2464, atom 10 (H): 0.0414, atom 11 (C): -0.2534, atom 12 (H): 0.0683, atom 13 (H): 0.0629, atom 14 (H): 0.1071, atom 15 (H): 0.0740, atom 16 (C): -0.4530, atom 17 (H): 0.0638, atom 18 (H): 0.1061, atom 19 (H): 0.0577, atom 20 (H): 0.1091, atom 21 (N): 0.0006


Entry 4:
# C4H14N2O

A 2-piece molecular cluster, C4H14N2O overall (the ωB97M-V functional and the def2-TZVPD basis, the OMol25 dataset).

ORCA input file:
```
! wB97M-V def2-TZVPD RIJCOSX def2/J DEFGRID3
* xyz 1 2
N -0.18496 -0.19138 -2.04625
H -0.50058 -1.24384 3.96567
C -0.70864 0.17696 -0.75621
H 0.02999 0.63642 -2.59140
H 2.95871 1.89049 1.08514
N 1.39626 0.78144 0.22169
H -1.63780 -0.33839 -0.47607
H -1.59922 -1.72173 -2.67177
C 0.25325 -0.14234 0.41226
H 1.18040 1.55270 -0.41760
H -0.99216 1.23819 -0.61728
H -0.78641 -0.87294 -3.93304
H 0.68588 -1.14625 0.31686
C 2.10055 1.33224 1.42727
H 2.29775 0.49870 2.10629
H -2.12588 -0.04317 -3.00273
C -1.26077 -0.70902 -2.94474
H -1.69140 -1.83833 3.24219
O -0.73430 -1.80669 3.21866
H 1.37587 1.93265 2.01219
H -0.05655 0.01429 1.44887
*
```

HOMO-LUMO gap (alpha / beta) (eV): 10.51 / 5.86
Energy (Eh): -345.2045
<S²>: 0.754

Now the Löwdin charges, all in e: atom 1 (N): -0.1018, atom 2 (H): 0.0427, atom 3 (C): -0.2453, atom 4 (H): 0.1014, atom 5 (H): 0.1020, atom 6 (N): 0.1229, atom 7 (H): 0.1325, atom 8 (H): 0.0880, atom 9 (C): -0.1188, atom 10 (H): 0.1540, atom 11 (H): 0.1304, atom 12 (H): 0.0946, atom 13 (H): 0.1565, atom 14 (C): 0.0153, atom 15 (H): 0.1081, atom 16 (H): 0.0852, atom 17 (C): -0.1043, atom 18 (H): 0.0416, atom 19 (O): -0.0516, atom 20 (H): 0.1280, atom 21 (H): 0.1186


Entry 5:
# C4H14N2O

A 2-piece molecular cluster, C4H14N2O overall (the ωB97M-V functional and the def2-TZVPD basis, the OMol25 dataset).

ORCA input file:
```
! wB97M-V def2-TZVPD RIJCOSX def2/J DEFGRID3
* xyz 1 2
H 2.16881 2.21965 -1.50799
H 2.86968 0.78300 -1.77785
C -2.54117 0.59443 -0.08134
H 2.50353 1.28938 -0.16273
C 0.74102 0.75928 -1.25034
H 0.22468 1.49043 -1.83629
N -1.27593 -1.49863 0.34303
O 0.89513 -1.67447 2.20798
H 1.59882 -2.28103 1.98287
N 2.17746 1.27499 -1.14160
H -3.46385 -0.02531 0.02598
H 0.78970 -0.17201 -1.83743
H -2.74863 1.61413 -0.43085
C -1.32403 -0.00768 -0.08687
C -0.00203 0.60792 0.12602
H -1.29852 -2.03774 -0.52930
H -2.05661 -1.89311 0.89008
H 0.56663 0.28359 1.01175
H 0.78554 -1.24640 3.05622
H -0.33130 -1.75358 0.68514
H -0.27896 1.67315 0.31350
*
```

HOMO-LUMO gap (alpha / beta) (eV): 3.57 / 8.13
Energy (Eh): -345.1483
<S²>: 0.755

Now the Löwdin charges, all in e: atom 1 (H): 0.1531, atom 2 (H): 0.1916, atom 3 (C): -0.0477, atom 4 (H): 0.1614, atom 5 (C): -0.1377, atom 6 (H): 0.1161, atom 7 (N): 0.1612, atom 8 (O): -0.0505, atom 9 (H): 0.0603, atom 10 (N): 0.1603, atom 11 (H): 0.0454, atom 12 (H): 0.1206, atom 13 (H): 0.0443, atom 14 (C): -0.4293, atom 15 (C): -0.2199, atom 16 (H): 0.1470, atom 17 (H): 0.1498, atom 18 (H): 0.0910, atom 19 (H): 0.0690, atom 20 (H): 0.0967, atom 21 (H): 0.1172


Entry 6:
# C4H14N2O

A 2-piece molecular cluster, C4H14N2O overall (the ωB97M-V functional and the def2-TZVPD basis, the OMol25 dataset).

ORCA input file:
```
! wB97M-V def2-TZVPD RIJCOSX def2/J DEFGRID3
* xyz 1 2
N -1.89322 -0.62692 -0.08950
H 2.19884 0.63942 0.74520
H -1.29864 -0.85148 -2.14168
H 2.17186 2.50345 0.35902
C 1.54523 1.39930 0.27795
N 1.18127 0.98230 -1.06284
H -0.50228 -1.99154 0.86629
H -1.29113 0.89001 -1.66342
H -0.55631 1.67593 0.69745
H 0.77304 -0.80710 -0.11705
H 0.32806 2.63731 1.79860
O -0.15381 -2.72525 1.35646
H -0.03789 -2.42537 2.28413
C -1.10733 -0.14248 -1.24557
H 0.82790 -0.85635 -2.05116
H -2.78823 -0.97532 -0.44912
C 0.45195 -0.27590 -1.04881
C 0.35454 1.73400 1.28690
H -1.93540 0.04743 0.69703
H 0.31277 0.82580 1.95915
H 0.54525 1.71265 -1.39257
*
```

HOMO-LUMO gap (alpha / beta) (eV): 11.33 / 5.75
Energy (Eh): -345.1592
<S²>: 0.755

Now the Löwdin charges, all in e: atom 1 (N): 0.0248, atom 2 (H): 0.1244, atom 3 (H): 0.1473, atom 4 (H): 0.2075, atom 5 (C): -0.1942, atom 6 (N): 0.1173, atom 7 (H): -0.0561, atom 8 (H): 0.1225, atom 9 (H): 0.0515, atom 10 (H): 0.1174, atom 11 (H): 0.0616, atom 12 (O): -0.0584, atom 13 (H): 0.0597, atom 14 (C): -0.2287, atom 15 (H): 0.2058, atom 16 (H): 0.1096, atom 17 (C): -0.1464, atom 18 (C): -0.0180, atom 19 (H): 0.0907, atom 20 (H): 0.1108, atom 21 (H): 0.1508


Per-record ΔE to the lowest compared entry with this formula, charge and spin, eV: 5.957; 2.637; 1.458; 1.078; 2.606; 2.309